1.
{"formula": "C5H14", "method": "ωB97M-V/def2-TZVPD", "species": ["C", "C", "C", "H", "H", "H", "H", "H", "H", "H", "H", "C", "C", "H", "H", "H", "H", "H", "H"], "coordinates": [[-1.289, 2.667, 0.030], [-0.784, 1.245, -0.125], [-0.166, 0.765, -1.470], [-2.383, 2.703, -0.035], [-0.977, 3.100, 0.987], [-0.956, 3.475, -0.609], [-1.407, 0.466, 0.330], [0.086, 1.222, 0.529], [0.921, 0.666, -1.432], [-0.336, 1.467, -2.284], [-0.656, -0.190, -1.689], [1.554, -2.047, 0.198], [0.430, -2.288, 1.225], [1.527, -1.104, -0.326], [2.541, -2.162, 0.651], [1.513, -2.952, -0.410], [0.305, -3.320, 1.536], [-0.568, -2.103, 0.841], [0.645, -1.612, 2.054]], "smiles": "CCC.CC", "charge": 0, "gap_ev": 12.023}

***

2.
{"formula": "C19H27ClN4O3", "method": "ωB97M-V/def2-TZVPD", "species": ["O", "C", "C", "N", "C", "C", "N", "C", "C", "C", "C", "C", "C", "C", "Cl", "C", "O", "N", "C", "C", "C", "N", "C", "C", "O", "C", "C", "H", "H", "H", "H", "H", "H", "H", "H", "H", "H", "H", "H", "H", "H", "H", "H", "H", "H", "H", "H", "H", "H", "H", "H", "H", "H", "H"], "coordinates": [[2.676, 0.809, 3.155], [1.466, 0.717, 3.100], [0.524, 1.845, 3.553], [-0.052, 2.525, 2.420], [0.650, 3.587, 1.732], [-0.218, 3.831, 0.487], [-1.208, 2.781, 0.564], [-2.132, 2.496, -0.504], [-1.437, 1.802, -1.649], [-1.155, 0.444, -1.542], [-0.473, -0.228, -2.539], [-0.059, 0.455, -3.670], [-0.326, 1.806, -3.799], [-1.005, 2.470, -2.790], [-1.312, 4.167, -2.988], [-1.027, 1.973, 1.642], [-1.649, 0.953, 1.890], [0.800, -0.353, 2.635], [1.466, -1.489, 2.040], [1.137, -1.606, 0.551], [1.937, -2.713, -0.168], [1.334, -4.024, -0.264], [0.164, -4.110, -1.115], [-0.152, -5.588, -1.354], [-0.377, -6.268, -0.142], [0.746, -6.160, 0.701], [1.077, -4.695, 0.996], [1.085, 2.568, 4.147], [-0.290, 1.426, 4.151], [0.715, 4.472, 2.373], [1.668, 3.273, 1.472], [0.360, 3.755, -0.440], [-0.706, 4.812, 0.509], [-2.896, 1.837, -0.085], [-2.593, 3.430, -0.834], [-1.483, -0.074, -0.654], [-0.268, -1.282, -2.435], [0.471, -0.062, -4.456], [-0.008, 2.348, -4.676], [-0.207, -0.278, 2.519], [2.539, -1.332, 2.180], [1.169, -2.395, 2.577], [0.068, -1.787, 0.432], [1.362, -0.648, 0.078], [2.903, -2.838, 0.330], [2.134, -2.394, -1.196], [0.383, -3.629, -2.071], [-0.723, -3.629, -0.665], [-1.064, -5.700, -1.943], [0.691, -6.050, -1.889], [0.493, -6.694, 1.618], [1.616, -6.636, 0.225], [1.971, -4.639, 1.618], [0.225, -4.249, 1.538]], "smiles": "O=C(CN1CCN(Cc2ccccc2Cl)C1=O)NCCCN1CCOCC1", "charge": 0, "gap_ev": 9.170}

***

3.
{"formula": "C4H7BaLiO2", "method": "ωB97M-V/def2-TZVPD", "species": ["H", "C", "C", "C", "C", "O", "O", "Li", "Ba", "H", "H", "H", "H", "H", "H"], "coordinates": [[2.907, 1.098, -0.151], [3.380, 1.929, -2.352], [2.493, 1.221, -1.337], [1.369, 2.184, -1.348], [1.772, 3.604, -1.559], [3.148, 3.517, -1.845], [4.702, 1.883, -2.215], [6.328, 1.347, -1.576], [5.511, 4.022, -1.363], [3.057, 1.758, -3.394], [1.219, -0.350, -2.215], [2.684, 0.146, -1.418], [0.333, 1.881, -1.495], [1.635, 4.216, -0.651], [1.294, 4.062, -2.446]], "multiplicity": 2, "charge": 1, "gap_ev": [5.283, 8.432]}

***

4.
{"formula": "C5H15IN3P", "method": "ωB97M-V/def2-TZVPD", "species": ["C", "C", "C", "C", "C", "N", "N", "N", "P", "I", "H", "H", "H", "H", "H", "H", "H", "H", "H", "H", "H", "H", "H", "H", "H"], "coordinates": [[0.256, 1.089, 2.242], [-1.868, 1.385, 1.112], [2.201, -1.167, -0.932], [0.498, -2.019, 0.544], [-1.915, -0.322, -2.516], [0.938, 1.870, -0.563], [-0.613, 0.659, 1.160], [1.126, -0.848, -0.023], [0.145, 0.518, -0.346], [1.917, 2.408, -2.269], [1.193, 0.537, 2.178], [0.473, 2.160, 2.200], [-0.229, 0.863, 3.196], [-2.433, 1.179, 2.023], [-1.728, 2.467, 1.023], [-2.437, 1.033, 0.252], [1.874, -1.817, -1.752], [2.616, -0.253, -1.352], [2.992, -1.684, -0.382], [-0.365, -1.704, 1.131], [0.176, -2.729, -0.223], [1.214, -2.520, 1.200], [-2.034, -1.351, -2.241], [-2.728, 0.344, -2.323], [-1.271, -0.096, -3.340]], "multiplicity": 3, "charge": 0, "gap_ev": [7.296, 6.733]}

***

5.
{"formula": "C27H51GdN2OP3Se", "method": "ωB97M-V/def2-TZVPD", "species": ["Gd", "P", "P", "P", "H", "C", "C", "H", "C", "C", "C", "C", "C", "C", "C", "C", "C", "H", "H", "H", "H", "H", "H", "H", "H", "H", "H", "H", "H", "H", "H", "H", "H", "H", "H", "H", "H", "H", "H", "H", "H", "H", "H", "H", "H", "H", "C", "C", "C", "C", "C", "C", "Se", "H", "H", "H", "H", "H", "H", "C", "C", "N", "C", "C", "C", "O", "C", "C", "C", "C", "N", "C", "H", "H", "H", "H", "H", "H", "H", "H", "H", "H", "H", "H", "H", "H"], "coordinates": [[-2.051, 0.236, -0.874], [-1.840, -2.030, 0.451], [1.356, -0.214, 1.284], [0.909, -0.996, -2.029], [-3.890, 2.647, -4.113], [-3.322, 1.647, -4.168], [-2.600, 1.038, -3.199], [-2.018, 1.596, -2.414], [-3.188, -1.557, 1.573], [-0.844, -3.227, 1.313], [-2.673, -2.962, -0.899], [2.693, 1.045, 1.601], [0.655, -0.089, 2.981], [2.425, -1.684, 1.590], [0.718, -1.027, -3.882], [1.294, -2.800, -1.790], [2.692, -0.446, -2.082], [-3.355, 1.010, -5.143], [-2.572, -0.054, -3.353], [-3.837, -0.745, 1.201], [-2.764, -1.214, 2.528], [-3.764, -2.479, 1.703], [-0.408, -2.777, 2.211], [-0.047, -3.608, 0.661], [-1.579, -4.002, 1.564], [-3.234, -2.315, -1.612], [-3.362, -3.632, -0.359], [-1.923, -3.538, -1.474], [3.356, 0.696, 2.408], [2.243, 1.997, 1.916], [3.290, 1.224, 0.693], [1.302, -0.581, 3.719], [-0.333, -0.558, 3.028], [0.548, 0.964, 3.267], [2.986, -1.532, 2.522], [3.155, -1.844, 0.785], [1.810, -2.585, 1.694], [1.566, -1.605, -4.307], [0.705, 0.004, -4.277], [-0.238, -1.510, -4.132], [1.894, -3.127, -2.661], [0.359, -3.383, -1.744], [1.871, -2.969, -0.865], [3.164, -0.899, -2.971], [3.247, -0.774, -1.193], [2.756, 0.650, -2.153], [0.753, 3.515, -3.330], [-0.461, 4.053, -3.791], [-0.633, 4.216, -5.188], [0.413, 3.969, -6.110], [1.676, 3.712, -5.579], [1.835, 3.429, -4.204], [1.237, 2.987, -1.469], [1.002, 1.559, -1.987], [-1.259, 4.302, -3.073], [-1.595, 4.469, -5.609], [0.203, 3.806, -7.186], [2.588, 3.525, -6.179], [2.775, 3.122, -3.736], [0.845, 2.800, 6.692], [-0.245, 3.652, 6.046], [-0.928, 2.972, 4.945], [-1.498, 1.671, 5.225], [-2.868, 1.648, 5.843], [-1.373, 3.745, 3.904], [-1.302, 4.977, 3.908], [-2.008, 3.048, 2.744], [-3.363, 3.191, 2.486], [-4.047, 2.532, 1.475], [-3.246, 1.881, 0.534], [-1.913, 1.622, 0.814], [-1.288, 2.406, 1.769], [0.445, 1.931, 7.243], [1.391, 3.428, 7.413], [1.563, 2.447, 5.936], [-0.980, 3.912, 6.832], [0.198, 4.576, 5.640], [-1.526, 1.086, 4.297], [-0.800, 1.170, 5.904], [-3.662, 1.804, 5.130], [-3.045, 0.660, 6.244], [-3.005, 2.347, 6.654], [-3.910, 3.745, 3.210], [-5.129, 2.663, 1.263], [-3.723, 1.480, -0.427], [-0.202, 2.539, 1.637]], "multiplicity": 8, "charge": 3, "gap_ev": [6.087, 2.874]}

***

6.
{"formula": "C3H10N2O2S", "method": "ωB97M-V/def2-TZVPD", "species": ["N", "C", "O", "C", "N", "C", "S", "H", "H", "H", "H", "H", "H", "H", "H", "O", "H", "H"], "coordinates": [[-0.314, -2.744, 0.251], [0.290, -1.542, 0.101], [1.433, -1.501, -0.328], [-0.514, -0.290, 0.414], [0.189, 0.665, 1.267], [-0.716, 0.417, -0.957], [-1.633, 2.046, -0.642], [-1.225, -2.975, 0.606], [0.275, -3.551, 0.114], [-1.507, -0.620, 0.704], [0.888, 0.196, 1.842], [-0.479, 1.053, 1.926], [-1.447, -0.162, -1.538], [0.190, 0.572, -1.535], [-0.789, 2.860, -0.069], [1.740, 2.082, -1.051], [2.278, 1.284, -0.943], [1.344, 2.208, -0.162]], "smiles": "NC(=O)[C@@H](N)CS.O", "charge": 0, "gap_ev": 9.629}